1.
65
Properties=species:S:1:pos:R:3:forces:R:3 method="wB97M-V/def2-TZVPD" smiles="CO[C@@H](CC=O)[C@@H](F)OCCl.CCN(CC)CC.CCN(CC)CC" fmax_ev_per_a=0.17 energy_ha=-1605.049598 total_charge=0 molar_mass_g_mol=387.0
H 3.4559 1.2116 0.6226 0.010 0.022 -0.006
C -7.8923 1.0432 -5.5097 -0.008 -0.012 -0.012
C -0.0236 -1.2720 1.1682 0.082 -0.079 -0.014
H -0.4710 -2.1098 1.7060 0.008 0.016 0.026
H 0.4278 1.0999 0.3766 0.005 0.033 0.022
H -7.8236 1.9581 -4.9200 0.001 -0.001 0.007
H -5.4636 2.6213 -2.5184 0.012 -0.004 0.002
C 6.7544 1.8449 2.7822 -0.001 0.007 0.006
H -4.1467 1.3298 -4.3112 -0.004 -0.007 0.009
O 1.9551 -2.6412 0.9903 0.114 0.007 -0.049
H -8.9498 0.7895 -5.5950 0.002 0.002 -0.007
H 2.7673 -4.3893 1.4674 0.001 -0.006 -0.012
C 3.9254 1.3502 1.6005 -0.066 -0.042 -0.042
C 5.1130 0.3901 1.7377 -0.012 -0.061 -0.056
O -2.6999 -1.5455 -0.6742 -0.132 0.088 -0.056
C -0.3391 -1.3930 -0.3399 -0.066 -0.001 0.069
H 6.3822 0.0293 4.8080 0.020 0.022 -0.016
H 2.7808 -3.1886 2.7984 -0.052 -0.015 0.025
H -3.8900 -0.8959 -4.6995 -0.004 0.003 0.001
H -0.4347 -0.4018 -0.7824 0.084 -0.003 0.000
C 2.2219 -3.5942 1.9611 0.071 0.059 -0.044
H -7.3238 -1.0193 -5.4458 0.000 -0.012 0.019
H 7.5899 1.9232 4.7938 -0.007 0.003 0.000
H 2.0448 -0.6419 0.8031 -0.019 0.001 -0.009
C -1.6513 -2.1083 -0.5219 0.074 -0.058 -0.026
H -6.1665 -1.8073 -2.8510 -0.005 -0.005 -0.019
H 3.1659 1.1647 2.3594 0.031 0.034 0.016
C -5.6387 1.5732 -2.7692 0.021 0.010 -0.006
H -7.5556 -0.2935 -3.8653 0.009 0.007 0.003
H 4.9572 2.2195 4.8256 0.016 -0.004 0.014
C 5.5224 0.2157 4.1608 -0.014 -0.032 0.046
O -0.5769 -0.1226 1.7523 -0.112 0.039 -0.067
H 6.1117 2.7253 2.9436 -0.007 -0.008 0.007
C 4.5828 1.1955 4.8746 -0.006 -0.022 0.004
H -4.6697 -2.7007 -3.0896 0.006 0.003 0.000
N 6.0255 0.5897 2.8474 -0.011 0.021 0.017
H 5.7048 0.4366 0.8181 0.023 0.030 0.020
C -7.1365 -0.1100 -4.8676 -0.005 0.001 0.007
F 1.7772 -1.1465 2.7081 0.024 0.038 0.109
C -4.9484 -1.1129 -4.5274 0.058 -0.029 -0.022
C -5.1150 -1.7043 -3.1241 0.003 -0.013 -0.013
H 3.5762 1.1839 4.4589 0.010 0.024 -0.020
C 0.0047 1.1187 1.3851 0.012 -0.041 0.034
H -4.6189 -1.1086 -2.3613 -0.021 -0.002 0.004
N -5.6980 0.0890 -4.8557 -0.016 0.007 0.013
H -7.5043 1.2491 -6.5082 0.013 0.006 0.008
C 7.9214 1.9069 3.7551 0.012 0.004 -0.013
C 1.4856 -1.3753 1.3888 -0.009 -0.004 -0.054
H -6.6984 1.3713 -2.6041 -0.007 0.019 -0.011
H 4.7348 -0.6352 1.8033 -0.007 0.003 -0.002
H -1.6130 -3.2163 -0.4882 0.041 0.023 0.096
H -0.7823 1.8697 1.4068 -0.010 -0.018 0.036
H -5.2247 -1.8730 -5.2652 -0.038 0.013 0.004
H 7.1402 1.9328 1.7625 -0.018 0.011 -0.006
H -5.5870 2.1566 -4.8335 -0.028 -0.016 -0.011
Cl 0.7429 -4.3510 2.6542 -0.064 -0.040 0.027
H 5.0229 -0.7504 4.0504 -0.008 0.008 -0.005
H 8.5816 1.0493 3.6191 -0.011 -0.008 0.007
H 4.5043 0.9267 5.9295 -0.010 -0.007 -0.004
H 0.4549 -1.9507 -0.8401 -0.040 -0.011 -0.017
H -5.0686 0.9663 -2.0678 -0.028 -0.028 -0.002
H 8.4971 2.8170 3.5827 0.005 -0.006 -0.001
C -5.2366 1.3175 -4.2276 0.029 0.043 0.016
H 4.2294 2.3955 1.6647 0.032 -0.008 0.012
H 0.7865 1.3973 2.0970 0.017 -0.004 -0.063

2.
71
Properties=species:S:1:pos:R:3:forces:R:3 method="wB97M-V/def2-TZVPD" fmax_ev_per_a=0.43 energy_ha=-2627.220137 de_lowest_ev=0.000 total_charge=+1 molar_mass_g_mol=523.9
C -0.0726 5.3320 -1.1149 -0.041 -0.030 -0.069
H -4.7345 1.1358 -1.7378 0.018 0.002 -0.005
H -1.1069 3.4015 1.2957 -0.003 0.027 0.013
H 1.9380 -7.1163 2.8876 0.006 -0.009 0.002
H -0.7805 7.4323 1.3479 -0.004 0.000 0.008
H -2.5405 4.6563 -3.1901 -0.013 0.013 0.001
H 1.2043 -4.0299 1.8482 0.001 0.003 0.005
C -1.5423 3.0865 0.3468 -0.074 0.032 -0.166
C -4.0648 -1.4982 -3.2812 0.400 0.025 0.010
H -2.0984 -2.2271 -3.8228 -0.010 0.097 0.051
H 3.8326 -2.5300 1.6185 0.000 0.001 0.001
H 5.3644 -8.2643 3.0328 0.018 -0.034 -0.018
N -4.1266 0.4397 -2.1621 0.085 -0.012 0.002
C -0.5139 -0.2043 -2.7542 -0.143 0.236 -0.091
F 0.1235 -2.3824 -2.1436 -0.077 0.113 0.108
Si 4.1909 -6.2212 2.3487 0.037 -0.052 0.043
C -4.7511 7.4206 0.7430 0.006 -0.013 -0.022
H 4.9474 -2.8392 0.2874 0.001 0.003 -0.009
H -1.6931 3.1429 -2.8921 0.009 0.046 -0.083
H -2.5118 2.6308 0.5791 0.055 -0.021 0.002
C 1.2338 -4.2653 0.7825 0.001 0.032 -0.035
H -0.8716 2.3273 -0.0691 -0.015 -0.043 0.038
Si -1.7293 4.5326 -0.8452 0.133 -0.015 0.277
H 6.1967 -4.7767 2.5659 0.005 -0.011 0.002
C -2.0281 -0.3710 -2.7387 0.268 -0.007 -0.040
C 0.2001 -1.1172 -1.7295 0.146 0.046 0.207
H 3.4635 -1.9283 0.0004 0.007 0.001 0.009
C 5.3337 -5.0102 3.1928 -0.019 -0.001 -0.022
F -0.2173 1.0786 -2.4485 0.007 -0.122 0.008
H -2.1654 5.1630 2.8236 -0.004 0.008 0.003
H 0.7201 -5.2182 0.6383 -0.002 0.000 -0.009
F -0.0509 -0.4728 -3.9849 0.025 -0.062 0.028
C -1.7485 7.8806 1.1141 -0.003 -0.044 -0.040
C -3.1403 5.6002 2.5961 0.014 -0.015 -0.065
O -2.8247 5.5908 -0.2610 -0.003 -0.101 -0.073
F -0.4294 -0.9953 -0.5490 0.127 -0.080 -0.211
H 2.1736 -5.5334 3.6368 0.002 0.002 0.006
H -5.5600 6.6901 0.6819 0.006 -0.007 0.013
H 5.7050 -5.4341 4.1286 0.010 0.016 0.008
Si 2.9979 -4.3601 0.1565 -0.016 0.016 -0.009
H 0.3761 5.6502 -0.1720 -0.020 -0.010 0.003
H 0.6222 4.6396 -1.5966 0.015 0.011 0.006
H -1.6487 8.4239 0.1724 -0.009 0.013 0.004
H 4.4096 -8.5654 1.5775 -0.012 0.007 0.004
O 3.7507 -5.6282 0.8694 -0.006 0.029 0.017
H 2.4829 -5.5636 -1.9503 -0.006 0.000 0.010
C -2.6569 -1.4396 -3.3267 -0.116 -0.168 -0.090
H -3.3675 3.3704 -2.3249 -0.036 0.108 -0.010
N -4.7782 -0.5671 -2.7027 -0.423 0.061 0.037
C -2.8147 0.6048 -2.1376 -0.029 -0.062 0.089
Si -3.1053 6.6065 1.0223 -0.042 0.120 0.153
H 0.6646 -3.4935 0.2571 0.006 -0.019 0.025
H 2.9330 -6.9615 4.3375 -0.017 0.000 0.010
H -3.8706 4.7898 2.5379 -0.005 0.011 0.007
H 5.9530 -7.7171 1.4600 0.001 0.014 0.003
C 2.6646 -6.4785 3.3952 0.011 0.014 -0.026
H -1.9722 8.6084 1.8971 0.016 0.011 0.002
C 5.0586 -7.8413 2.0730 0.002 -0.001 0.007
H -2.4299 1.4995 -1.6610 -0.022 -0.138 0.016
H 2.5192 -3.8128 -2.2037 0.010 -0.014 -0.024
F 1.4676 -0.7661 -1.5873 -0.256 -0.111 -0.081
H 4.8283 -4.0721 3.4320 -0.004 -0.002 0.003
H -4.9710 8.0959 1.5729 -0.036 0.012 -0.016
H -4.7573 8.0069 -0.1773 0.011 0.008 0.001
C -2.3967 3.8593 -2.4597 -0.017 -0.003 -0.089
C 3.8912 -2.7681 0.5545 -0.020 -0.008 0.005
C 3.0065 -4.6430 -1.6855 -0.022 0.010 -0.004
H -3.4182 6.2369 3.4386 0.001 -0.009 0.020
H -0.1652 6.2122 -1.7536 0.014 0.009 -0.009
H -4.6257 -2.3133 -3.7225 0.046 0.065 0.037
H 4.0269 -4.7193 -2.0651 0.007 0.002 0.009

3.
102
Properties=species:S:1:pos:R:3:forces:R:3 method="wB97M-V/def2-TZVPD" fmax_ev_per_a=5.11 energy_ha=-6290.136895 total_charge=-1 molar_mass_g_mol=1081.9
H 3.9462 3.2852 1.5897 0.390 -0.055 0.053
H 0.7351 0.2386 -4.2695 -0.798 -0.129 -0.601
O -0.3020 5.9435 -1.3854 0.575 0.193 1.085
C 2.1531 -3.6089 -0.7436 -0.083 2.009 -0.649
F -1.4215 0.8234 -0.4871 -0.743 0.427 -0.975
O -0.7890 6.9920 0.9819 1.379 -3.054 -2.375
H -5.7616 2.6592 2.1151 -0.765 1.148 1.004
H -0.4797 1.5163 -3.7893 -0.498 -0.389 -0.144
H 3.9769 1.2299 2.0470 -0.150 0.209 0.542
O -3.1208 -4.6990 -0.0393 -0.730 -1.864 0.520
H 0.0055 0.0591 3.4068 -0.114 0.532 0.154
S -3.1693 -6.2038 0.7150 1.068 1.537 0.124
C 3.9907 3.6280 0.5559 -1.090 -0.047 -0.191
S 3.4374 -5.7387 -0.2371 1.188 0.669 0.776
H 2.4092 -2.8308 -0.0245 0.896 0.239 -0.217
S 4.8442 -1.9379 2.5864 -0.488 0.070 1.004
H -1.6171 3.0688 -1.0673 1.303 -0.283 0.657
C -2.0722 -3.9296 0.5345 0.918 1.352 -0.498
H 2.0151 2.8786 0.5957 -0.083 -0.702 -0.268
F -0.3429 1.1198 1.5311 -0.153 -0.271 -0.534
H 2.6465 -3.8812 -2.9116 0.172 0.301 0.144
O 1.3885 5.9221 0.5341 -0.403 -0.233 -0.590
H 1.1401 -3.2900 -0.9890 -0.100 -0.476 -0.654
O -6.3187 -2.8412 -3.7180 0.904 2.540 1.271
C 2.7809 3.0390 -0.1633 0.280 -0.585 0.318
O 0.5609 1.8916 -5.5195 -0.336 -0.395 -2.620
F 0.4591 -1.0174 1.3932 0.212 0.617 -0.723
H 3.8637 -2.9930 -1.8223 0.198 -0.217 -0.726
H 0.6569 -1.8781 3.4095 0.315 -0.503 0.353
H -5.2077 3.3505 3.7448 -0.645 -0.061 -0.496
O -3.1986 1.8761 3.6128 -0.450 0.116 -0.914
C -4.9968 -0.9883 -0.9565 2.708 -0.596 1.485
O -2.0439 -7.0155 0.2316 -2.584 1.361 0.878
N 0.0355 -2.1303 4.1648 3.348 -2.552 -1.838
H 1.0611 4.0059 -3.6265 0.417 0.344 0.587
H 2.4139 1.2826 -3.6025 0.512 0.554 0.172
H -3.2664 0.8528 1.5186 -0.217 -0.561 -1.135
C -1.4337 5.0979 -1.7335 -0.659 0.662 0.788
H -1.2249 -3.9259 -0.1511 0.480 -0.936 0.325
H 2.5659 0.1815 1.8100 -0.348 0.370 0.522
P -0.4622 -0.0595 0.4001 -0.576 -1.820 1.618
O 3.8024 -5.0976 -1.7470 -0.635 -0.084 1.807
O -4.2278 -1.4762 -2.9577 -1.475 -0.554 -2.871
H -5.0707 -1.0664 0.1282 -0.416 -0.625 -0.074
F -0.6359 -1.4317 -0.5737 0.966 1.693 -0.291
S -0.0061 5.9639 0.2435 -2.579 -0.485 0.157
C -4.0790 2.0198 2.7596 0.907 -0.089 1.335
H -1.3264 4.5860 -2.6898 0.796 0.348 0.047
H 1.7689 3.4117 -6.3333 -0.123 -0.486 -0.235
C 1.7414 3.3290 -4.1432 -0.670 0.241 1.234
H 0.2473 3.9250 -5.6019 -0.080 0.111 -0.055
O 2.0982 -4.7843 -0.0682 0.691 -3.884 1.283
H 2.2947 3.6311 -0.9386 0.622 -0.091 -0.365
S 4.8367 1.8633 -1.1787 0.068 2.949 -0.502
N -4.0999 1.4219 1.5563 1.770 -1.214 -0.342
F -1.7918 -0.6598 1.1269 -0.259 0.360 0.758
C -3.9091 -1.8782 -1.6394 -0.193 1.933 0.625
O -0.5784 4.3540 0.3523 0.883 1.374 0.636
H 3.6358 0.6967 4.5455 0.113 0.399 -0.509
H 3.8848 4.7128 0.5665 0.577 0.037 -0.258
O 4.4643 -5.3840 0.7708 -2.510 -0.495 -2.737
H -2.5696 4.0524 -0.0917 -0.058 0.642 0.078
N -0.6779 -0.0415 4.1436 1.706 3.629 -1.969
C 1.5651 1.9561 -3.4838 0.449 -0.250 0.331
O -1.8401 -1.6127 5.1123 -3.614 -1.323 2.443
H 1.3070 1.9944 -2.4255 0.207 0.093 -0.008
H 0.2408 -2.8972 4.7891 -0.237 0.154 -0.457
O -6.2696 -0.3166 -3.8432 0.469 -1.576 0.495
H -2.2581 -2.8580 0.4625 -1.093 -0.127 0.445
O -6.1138 -1.4220 -1.6100 -3.153 -0.723 -1.310
O 5.6848 0.7199 -0.8531 -2.227 2.265 -0.644
S -5.8643 -1.5491 -3.2075 0.975 -0.150 0.063
H 2.6728 -0.6786 4.1207 -0.630 0.242 -0.387
O 3.8282 -3.0109 2.7079 2.270 2.771 -0.707
O 4.8559 2.5009 -2.5239 0.073 -2.109 3.141
O 3.2964 1.7477 -0.6687 0.511 -0.271 -0.228
C 3.5265 -0.0849 3.7938 -1.464 -0.149 0.236
O 5.1429 3.1478 -0.0940 0.853 -1.228 -1.085
O 4.6063 -0.8997 3.9165 3.941 -3.244 0.103
C 1.0740 3.2199 -5.5158 0.585 -0.687 0.802
H -1.3346 0.7238 4.1996 -0.547 -0.562 -0.056
C -1.7995 -4.4108 1.9803 1.288 -1.320 -1.729
H 2.7684 3.6665 -4.0037 -0.108 0.205 -0.608
F 0.7714 0.5715 -0.3691 0.593 -0.947 -0.178
H -2.2615 5.7996 -1.8361 -0.265 -0.290 0.151
N -5.1510 2.7852 2.9097 -0.928 0.805 0.313
H -0.8394 -4.9262 2.0033 0.385 0.457 -0.024
C -1.6000 4.0484 -0.5897 -0.847 0.996 -0.618
H -4.7935 0.0678 -1.1332 0.195 0.089 -0.444
O 4.3346 -0.6351 1.6344 2.024 -3.588 -0.350
H -2.9084 -1.4741 -1.4871 0.059 -0.464 0.255
H -4.0180 -2.9594 -1.5538 0.020 0.134 0.523
O -4.5514 -6.6848 0.7522 3.157 1.028 0.039
O -2.7118 -5.5032 2.1492 -1.876 -1.203 -0.092
O 3.0729 -7.1380 -0.3507 0.233 2.381 -0.161
O 6.2702 -2.3342 2.3704 -4.448 1.954 0.641
H -4.8295 1.4687 0.8594 0.495 -0.123 0.296
H -1.7626 -3.6379 2.7479 -0.995 -0.264 0.119
C 0.4721 1.2964 -4.2727 0.387 0.775 1.184
C -0.9075 -1.2795 4.4639 -1.035 0.471 1.392
C 3.5242 0.2768 2.3205 -0.984 0.914 -1.063
C 3.1410 -3.7998 -1.9437 -0.071 -0.367 1.194